[1]
C5H10O | ωB97M-V/def2-TZVPD

Structure (XYZ):
```
16
Properties=species:S:1:pos:R:3
O 2.681 0.257 0.126
C 1.472 -0.407 0.463
C 0.335 -0.005 -0.396
C -0.767 -1.003 -0.062
C -1.790 0.319 -0.342
C -0.571 1.233 -0.227
H 3.248 0.363 0.905
H 0.976 -1.628 0.310
H 1.298 -0.312 1.536
H 0.617 -0.121 -1.450
H -0.892 -1.229 1.004
H -0.920 -1.872 -0.714
H -2.223 0.276 -1.348
H -2.570 0.438 0.418
H -0.479 1.689 0.765
H -0.417 2.002 -0.988
```

**Highest occupied orbital energy**: -9.51 eV
**Molar mass**: 86.13 g mol⁻¹
**Total charge**: 0
**2S+1**: 1
**Gap between HOMO and LUMO**: 0.384 Ha
**Energy above the lowest of the compared OMol25 structures with the same formula, charge and spin**: 292.5 kJ/mol
**Max |F|**: 4.26 eV/Å

Atomic partial charges in e from the natural (NBO) method, atoms 1 to 5: O -0.72; C -0.03; C -0.26; C -0.44; C -0.38



[2]
C10H32O14 | ωB97M-V/def2-TZVPD

Structure (XYZ):
```
56
Properties=species:S:1:pos:R:3
O 2.343 -2.118 -2.222
H 1.611 -1.607 -1.875
H 3.102 -1.542 -2.132
O 1.077 0.140 -0.587
H 1.430 0.051 0.298
H 0.461 0.871 -0.528
O 1.291 3.916 -2.324
H 0.734 4.693 -2.298
H 0.684 3.181 -2.238
O -0.744 3.205 -0.024
H -1.673 3.276 -0.244
H -0.402 4.092 -0.139
O 0.772 2.865 2.242
H 0.300 2.735 1.420
H 0.411 3.677 2.600
O 2.097 0.515 2.092
H 1.751 1.269 2.570
H 2.676 0.079 2.717
C -3.803 1.240 3.517
C -2.738 1.597 2.441
C -1.792 0.486 2.106
O -1.860 0.201 0.684
C -3.037 0.813 0.258
O -3.673 0.689 -0.841
O -3.520 1.560 1.311
H -3.359 1.055 4.495
H -4.349 0.333 3.256
H -4.550 1.995 3.761
H -2.254 2.548 2.663
H -2.168 -0.381 2.650
H -0.806 0.781 2.465
C -0.818 -2.972 -0.750
C -0.031 -3.623 0.394
C 1.096 -4.641 0.106
O 2.107 -4.224 1.059
C 1.778 -3.029 1.563
O 2.543 -2.428 2.321
O 0.676 -2.604 1.095
H -0.209 -2.467 -1.498
H -1.420 -2.094 -0.517
H -1.499 -3.670 -1.238
H -0.794 -4.014 1.068
H 1.408 -4.366 -0.902
H 0.700 -5.656 0.138
C 3.910 1.151 -1.115
O 3.629 0.212 -2.105
H 3.495 2.131 -1.350
H 3.588 0.830 -0.125
H 4.955 1.426 -0.970
H 3.769 0.693 -2.923
C -1.199 -0.565 -3.539
O -1.990 -0.093 -4.580
H -1.326 -0.097 -2.563
H -1.330 -1.647 -3.545
H -0.166 -0.467 -3.871
H -2.885 -0.002 -4.245
```

**Highest occupied orbital energy (spin up / spin down)**: -12.81 / -12.51 eV
**Molar mass**: 376.35 g mol⁻¹
**Total charge**: +1
**2S+1**: 2
**Gap between HOMO and LUMO (spin up / spin down)**: 0.370 / 0.087 Ha
**Max |F|**: 6.01 eV/Å
**⟨S²⟩**: 0.7545

Atomic partial charges in e from the natural (NBO) method, atoms 1 to 5: O -0.93; H 0.48; H 0.48; O -0.99; H 0.51



[3]
C37H29CdN2O6P2S | ωB97M-V/def2-TZVPD

Structure (XYZ):
```
78
Properties=species:S:1:pos:R:3
Cd 0.529 3.703 -0.420
O 6.552 3.430 1.132
C 5.232 3.495 0.778
C 4.785 4.514 -0.043
C 3.423 4.492 -0.399
N 2.629 3.532 0.098
C 3.007 2.555 0.981
C 4.446 2.470 1.333
C 1.900 1.726 1.460
O 3.261 0.822 3.164
O 0.716 1.942 1.121
C 2.730 5.581 -1.244
O 3.373 6.598 -1.458
O 1.545 5.311 -1.662
H 7.076 4.162 0.822
H 5.399 5.368 -0.305
H 4.874 1.681 1.965
O -0.647 2.823 -2.262
N -1.668 3.530 -2.587
C -1.964 3.634 -3.883
C -2.996 4.376 -4.368
C -3.784 5.182 -3.487
C -3.409 5.076 -2.156
C -2.361 4.278 -1.664
S -2.006 4.150 0.007
H -1.366 2.967 -4.487
H -3.119 4.269 -5.440
H -4.548 5.838 -3.838
H -3.842 5.660 -1.390
C 0.599 -2.598 0.064
P 0.672 -0.758 0.394
C -0.631 -0.820 1.770
C -1.817 -0.168 1.740
C -2.794 -0.347 2.734
C -2.593 -1.261 3.736
C -1.320 -1.889 3.813
C -0.372 -1.683 2.855
C 2.149 -0.638 1.449
C 2.105 0.569 2.377
C 3.686 -0.086 4.096
C 4.306 -1.220 3.726
C 4.355 -1.709 2.354
C 3.268 -1.503 1.428
P -0.201 -2.848 -1.513
C -0.875 -4.586 -1.528
C -1.364 -4.975 -2.744
C -1.875 -6.234 -2.893
C -1.935 -7.162 -1.845
C -1.318 -6.774 -0.650
C -0.828 -5.512 -0.455
C -1.853 -1.995 -1.342
C -1.862 -0.659 -1.864
C -3.029 0.063 -1.929
C -4.194 -0.499 -1.433
C -4.231 -1.776 -0.984
C -3.052 -2.549 -1.023
H 0.226 -3.034 0.957
H 1.570 -3.050 -0.065
H -2.015 0.520 0.941
H -3.694 0.267 2.756
H -3.400 -1.433 4.491
H -1.066 -2.368 4.783
H 0.628 -2.107 2.860
H 1.220 0.505 3.096
H 3.608 0.071 5.178
H 4.682 -1.813 4.515
H 5.041 -2.503 2.088
H 3.387 -2.098 0.514
H -1.428 -4.213 -3.516
H -2.233 -6.539 -3.892
H -2.398 -8.128 -1.994
H -1.222 -7.481 0.178
H -0.309 -5.256 0.449
H -0.936 -0.233 -2.253
H -3.034 1.028 -2.389
H -5.079 0.129 -1.412
H -5.198 -2.276 -0.698
H -3.113 -3.539 -0.688
```

**Highest occupied orbital energy (spin up / spin down)**: 0.23 / -0.18 eV
**Molar mass**: 804.07 g mol⁻¹
**Total charge**: -2
**2S+1**: 2
**Gap between HOMO and LUMO (spin up / spin down)**: 0.139 / 0.154 Ha
**Energy above the lowest of the compared OMol25 structures with the same formula, charge and spin**: 0.0 kJ/mol
**Max |F|**: 2.77 eV/Å
**⟨S²⟩**: 0.7680

Atomic partial charges in e from the Mulliken method, atoms 1 to 5: Cd 1.26; O -0.55; C 1.13; C -0.93; C 0.08



[4]
CH5NO | ωB97M-V/def2-TZVPD

Structure (XYZ):
```
8
Properties=species:S:1:pos:R:3
C -0.908 0.005 1.589
N -0.639 0.351 0.412
H -1.160 0.631 2.446
H -0.908 -1.049 1.855
H -0.680 1.369 0.330
O 1.370 -0.299 -1.710
H 1.157 -1.046 -2.264
H 0.675 -0.215 -1.042
```

**Highest occupied orbital energy**: -10.77 eV
**Molar mass**: 47.06 g mol⁻¹
**Total charge**: 0
**2S+1**: 1
**Gap between HOMO and LUMO**: 0.434 Ha
**Energy above the lowest of the compared OMol25 structures with the same formula, charge and spin**: 46.7 kJ/mol
**Max |F|**: 1.09 eV/Å

Atomic partial charges in e from the natural (NBO) method, atoms 1 to 5: C -0.01; N -0.62; H 0.15; H 0.16; H 0.34